{"formula": "C3H4O2", "method": "ωB97M-V with the def2-TZVPD basis set", "lumo_energy_ev": [1.0, -0.7], "charge": 0, "energy_ev": -7263.0282, "homo_energy_ev": [-5.3166, -11.5203], "de_lowest_kcal_mol": 74.2, "multiplicity": 3, "orbital_gap_ha": [0.2306, 0.3971], "species": ["C", "C", "C", "O", "O", "H", "H", "H", "H"], "positions_angstrom": [[-1.3787, -1.0284, -0.6177], [-0.8820, -0.0773, 0.1713], [1.3697, 0.4216, 0.3110], [-2.1624, 0.0370, 0.2825], [0.0680, 0.5239, 0.8996], [-1.9936, -1.1832, -1.5373], [1.3145, 0.6639, -0.8237], [1.7643, -0.5269, 0.5818], [1.9002, 1.1694, 0.7325]], "forces_ev_per_angstrom": [[-0.62, -3.28, -1.86], [2.58, 2.25, 1.51], [-2.19, -0.64, -2.72], [-2.31, 0.54, 0.55], [-0.47, -0.19, -0.73], [0.38, 0.74, 0.34], [0.12, -0.88, 1.76], [0.59, -0.86, -0.35], [1.91, 2.32, 1.50]], "mulliken_spin": [0.900, 0.516, 0.037, 0.398, 0.053, 0.111, -0.028, 0.006, 0.008]}